(1)
Computed, not measured: a molecular structure, C27H58NP3Sn, with ωB97M-V/def2-TZVPD.

As for the frontier orbital gap (spin up / spin down): 5.62 / 5.62 eV.

Structure (ORCA input):
```
! wB97M-V def2-TZVPD RIJCOSX def2/J DEFGRID3
* xyz 0 1
Sn -0.85686 -0.56565 -0.99023
P -0.00592 1.30673 -4.21177
P -0.82844 1.11401 2.18537
P -0.95022 -2.25498 -2.61986
N -0.53412 0.63589 0.64672
C 3.01802 1.46130 -3.41652
C 1.19125 -0.72681 2.79378
C 0.59921 3.43005 -3.62037
C -0.41385 3.68931 1.11489
C -1.75084 1.84364 -4.53428
C 1.27997 3.13591 -2.26691
C -1.02114 -1.22147 3.82956
C 2.74993 1.54862 -4.75856
C 3.01861 2.77107 -5.57508
C 0.05111 2.78716 2.27482
C -1.09048 -1.11233 -4.04247
C 0.36636 0.59532 4.75096
C -0.18640 3.53709 3.59798
C -0.95424 -2.40861 0.25855
C 1.54123 2.47788 2.08616
C 2.63747 4.11784 -4.89031
C -0.05623 -0.09217 3.43515
C -2.67991 1.27927 2.47401
C 2.62926 2.36448 -2.29059
C 0.28237 -0.51267 -4.30834
C -2.33084 -3.33756 -3.09940
C 0.26221 1.39992 -6.13096
C -3.00060 1.51942 3.96096
C -3.39669 0.02239 1.95366
C -3.22015 2.47276 1.67932
C 0.64120 -3.15879 -2.76750
C 1.22024 4.23420 -4.54862
H 2.60925 0.62904 -5.34419
H 1.48087 4.08797 -1.72790
H -1.20671 3.93247 3.67756
H -0.95673 -2.16080 1.31863
H 1.10127 0.82238 -6.53766
H -2.39732 -4.18258 -2.40273
H 0.50077 -4.12559 -2.25796
H -4.31873 2.43683 1.68064
H -0.46274 1.10720 5.25695
H 1.99445 1.96924 2.94343
H 0.71806 -0.18982 5.43774
H -2.28178 2.06024 -3.59316
H 1.06260 -0.70504 -3.54562
H 1.50850 -2.65585 -2.30293
H 3.56929 0.57703 -3.05784
H -2.15122 -3.69576 -4.12623
H -4.07461 1.74513 4.03950
H -2.45833 2.37719 4.37771
H 0.37794 4.40779 0.85411
H -2.94112 3.43072 2.13228
H -0.44528 -1.97389 4.39079
H 3.27259 4.26050 -3.99847
H -0.63318 0.96696 -6.60209
H -2.82058 0.64664 4.59478
H 0.37010 2.41556 -6.52602
H -0.46053 3.67162 -3.43741
H 4.10636 2.76925 -5.76887
H 1.68092 1.86566 1.18774
H 1.00213 -1.01551 1.75533
H 0.66824 -0.80524 -5.30458
H 2.08948 3.42129 1.94656
H -1.80386 -0.34803 -3.65997
H -0.63554 3.09162 0.22405
H -2.89884 2.43219 0.63401
H -4.43466 0.29443 1.71072
H 0.49564 4.40217 3.62760
H -3.28182 -2.78679 -3.08138
H -1.29498 4.28306 1.38468
H 0.02528 2.94032 4.48922
H 0.63766 5.01418 -5.05741
H 2.83192 4.88597 -5.66272
H 2.64757 1.71317 -1.39186
H 0.54304 2.59597 -1.64092
H -1.54684 -1.57855 -4.93375
H -2.23690 1.03324 -5.09872
H -3.43016 -0.78135 2.69820
H -2.92040 -0.33556 1.03145
H 1.46223 -1.62951 3.36312
H -1.82262 -0.88694 4.49652
H -0.09542 -3.05374 0.05390
H 3.45254 3.08156 -2.11532
H 2.04531 -0.04310 2.82023
H -1.67974 2.76117 -5.14901
H 2.50299 2.79006 -6.55201
H -1.47234 -1.73948 2.98241
H -1.85734 -2.97227 0.02165
H 1.20576 1.28626 4.62561
H 0.85285 -3.31049 -3.83868
*
```

Results of the Mulliken charge analysis, in e, for atoms 1 through 5: atom 1 (Sn): 0.812, atom 2 (P): 1.483, atom 3 (P): 0.395, atom 4 (P): 0.599, atom 5 (N): -0.608

---

(2)
Computed, not measured: a single C3H4S molecule, with ωB97M-V/def2-TZVPD.

As for the frontier orbital gap: 7.32 eV. As for the structure (SMILES): C#S#CC.

Structure (ORCA input):
```
! wB97M-V def2-TZVPD RIJCOSX def2/J DEFGRID3
* xyz 0 1
S -1.75040 -0.69844 -0.11075
C 1.16988 -0.39545 -0.25506
C -1.88974 1.11292 0.03465
C -0.24951 -0.09845 -0.19631
H 1.64406 0.32251 0.50856
H 1.40970 -1.46030 0.07363
H 1.69792 -0.22091 -1.15274
H -2.03192 1.43811 1.09802
*
```

Results of the Mulliken charge analysis, in e, for atoms 1 through 5: atom 1 (S): 0.000, atom 2 (C): -0.619, atom 3 (C): -0.426, atom 4 (C): 0.138, atom 5 (H): 0.216

---

(3)
Computed, not measured: a molecular structure, C37H31BF4N6O5S2Sm, with ωB97M-V/def2-TZVPD.

As for the frontier orbital gap (spin up / spin down): 6.06 / 6.06 eV.

Structure (ORCA input):
```
! wB97M-V def2-TZVPD RIJCOSX def2/J DEFGRID3
* xyz 1 6
Sm -1.59054 0.11415 -0.28974
S 0.07904 -4.63879 3.41279
S 0.57916 4.19678 -4.78218
F -4.14691 -0.51691 -3.43119
F -4.87251 1.67834 -3.10943
F -3.61647 0.64872 -1.56453
F -2.64401 1.16686 -3.61951
O -2.55254 -1.87330 0.11111
O -1.39670 2.38779 -0.38075
O -2.67550 -4.07830 -0.06042
O 5.46685 -0.08545 2.04164
O 5.09483 -0.82187 4.12751
N 0.36020 -1.63522 -0.02986
N -1.96361 -2.92245 -1.87458
N -1.58093 -1.67271 -2.45393
N -0.85188 0.66007 2.10186
N -3.55784 0.46698 1.32297
N 0.48494 0.47015 -1.80118
C -1.42518 4.58644 0.66496
C 0.51452 0.52951 2.44003
C 1.63874 1.94624 -3.32814
C 1.52598 4.73156 -6.14906
C 1.72195 2.93075 -4.40428
C 2.20587 -5.47607 2.29036
C 3.97611 -1.66901 -0.98742
C 0.90952 -0.19681 3.52114
C 1.84172 -6.50960 3.18364
C 2.84697 1.24647 -3.01456
C -2.44570 -2.97863 -0.53488
C 2.87998 0.18012 -2.11943
C 1.57642 -1.26452 -0.55333
C 2.76138 -2.04662 -0.30224
C -1.91377 3.55483 -0.31557
C -3.19205 0.34073 2.62304
C 0.49802 1.46583 -2.68218
C 2.25853 -0.32928 3.77147
C 1.44093 -3.30779 1.32795
C 1.45858 1.22517 1.67067
C -5.86345 0.25151 2.01248
C 1.62560 -0.17502 -1.48300
C 3.23145 0.19336 2.92166
C 2.68620 -3.00645 0.68485
C -1.81378 0.33523 2.93542
C 4.03806 -0.60481 -1.83974
C 0.73748 -6.18394 3.91143
C -2.95080 4.03393 -1.27386
C 4.68282 -0.21102 2.98521
C 0.34727 -2.57413 0.88727
C 2.81712 0.98388 1.81269
C 2.69028 4.03817 -6.23190
C 2.89604 3.06694 -5.18207
C 1.32607 -4.44235 2.22162
C -4.15247 0.48795 3.66137
C -4.87995 0.39779 1.02746
C -5.51328 0.42829 3.36116
B -3.86669 0.75674 -3.03459
H -2.56454 4.97239 -1.71309
H -2.42870 -1.44444 -3.03306
H -3.73640 0.65340 4.66006
H 3.75895 2.39773 -5.10934
H -0.65808 -2.69751 1.32464
H -2.29086 4.99182 1.20281
H -0.81413 5.35556 0.11617
H 0.21546 -6.79181 4.68130
H -3.82414 4.37932 -0.75685
H 3.45671 4.22297 -6.98352
H 3.60836 -3.56180 0.94075
H 3.13889 -5.46783 1.72020
H -5.12761 0.42543 -0.02409
H -0.82110 -1.82733 -3.12665
H 0.16472 -0.74063 4.07603
H -6.87922 0.02134 1.65818
H 2.52680 -0.87066 4.70885
H 2.36276 -7.46318 3.25276
H -3.18298 3.23309 -2.00758
H 3.72073 1.68846 -3.46746
H -1.62741 0.13270 4.00693
H 4.99144 -0.36473 -2.29883
H 4.46452 -0.58876 4.87597
H -0.83792 4.03801 1.40646
H 1.08862 1.97034 1.00224
H 1.07864 5.44264 -6.85017
H -1.28206 -3.68365 -2.06113
H 4.85309 -2.31866 -0.78982
H -6.19731 0.38358 4.20384
H -0.48306 1.88970 -2.91533
H 3.59375 1.34228 1.09950
*
```

Results of the Mulliken charge analysis, in e, for atoms 1 through 5: atom 1 (Sm): 1.158, atom 2 (S): -0.045, atom 3 (S): -0.045, atom 4 (F): -0.398, atom 5 (F): -0.326

---

Let's list energy relative to the best compared isomer or geometry (same formula, charge and spin) in order: 161.84 476.82 0.00 kJ/mol.
Let's list DFT total energy in order: -64119.6839 -14004.6371 -109176.6062 eV.